C26H19F10N7OSeSn | wB97M-V/def2-TZVPD

```
65
Properties=species:S:1:pos:R:3
Sn -0.1294 0.3271 0.9500
C -1.6545 1.8170 3.4111
N -1.0459 2.4060 2.2194
C 0.1672 3.1336 2.4838
C 1.4537 2.3112 2.7370
N 1.7147 1.3764 1.6708
C 2.9556 1.5106 1.0090
C 3.4298 2.7721 0.5782
F 2.5585 3.7939 0.6740
C 4.7171 3.0073 0.1309
F 5.1860 4.2410 0.0112
C 5.6260 1.9332 0.1628
F 6.9806 2.0919 0.1118
C 5.1818 0.6540 0.4574
F 6.0848 -0.3223 0.7089
C 3.8383 0.4300 0.7526
F 3.4525 -0.8268 1.1408
C -2.0207 3.0344 1.2595
C -1.4277 3.0285 -0.1651
N -0.8773 1.7135 -0.5997
C -0.8116 1.5110 -1.9591
C -0.1789 2.5043 -2.8059
F 0.5061 3.5504 -2.1900
C -0.4814 2.6236 -4.1200
F -0.0852 3.6808 -4.8333
C -1.1575 1.5718 -4.7726
F -1.3126 1.5681 -6.0838
C -1.5758 0.5056 -4.0087
F -2.2329 -0.5345 -4.5589
C -1.3986 0.4838 -2.6632
F -2.0403 -0.5845 -2.0498
H -1.5076 2.3759 4.3741
H -2.7389 1.7448 3.2765
H -1.2704 0.7804 3.5596
H 0.3483 3.7965 1.6308
H 0.1200 3.8075 3.3162
H 2.2165 3.0778 2.7601
H 1.4211 1.8708 3.7190
H -2.9670 2.5206 1.2628
H -2.2364 4.0798 1.4953
H -2.3064 3.2204 -0.7908
H -0.6078 3.7942 -0.2420
N 1.1135 -1.2909 -0.5234
H 0.8053 -1.7662 -1.4052
H 1.3436 -2.0922 0.1370
H 2.0937 -1.0258 -0.7582
O 0.8322 -4.7703 0.8942
N 1.0503 -3.7214 1.4831
C 0.6791 -3.6272 2.8076
C 0.0949 -2.4492 3.3731
N -0.4168 -1.4411 3.7466
C 0.5374 -4.7702 3.5771
N 0.3652 -5.7752 4.1360
Se -3.0629 -6.7000 0.4091
C -2.9000 -5.3958 -0.8317
C -1.7151 -5.1029 -1.5080
C -1.6470 -4.1665 -2.4885
C -2.7753 -3.4835 -2.8335
C -3.9999 -3.7907 -2.2331
C -4.0969 -4.7180 -1.2078
H -0.7760 -5.5865 -1.1836
H -0.6547 -3.8765 -2.8693
H -2.8236 -2.6275 -3.4886
H -4.8989 -3.2652 -2.6139
H -5.0417 -4.9390 -0.6397
```

Computed properties:
* HOMO-LUMO gap (spin up / spin down): 2.14 / 2.10 eV
* HOMO (spin up / spin down): -0.2718 / -0.2714 Ha
* charge: 0

In elementary charge units, the Löwdin charges are:
1 Sn 1.25
2 C -0.11
3 N -0.30
4 C -0.21
5 C -0.24
6 N -0.17
7 C -0.17
8 C -0.15
9 F 0.09
10 C -0.15
11 F 0.13
12 C -0.12
13 F 0.09
14 C -0.14
15 F 0.10
16 C -0.13
17 F 0.05
18 C -0.16
19 C -0.22
20 N -0.19
21 C -0.22
22 C -0.09
23 F 0.06
24 C -0.15
25 F 0.12
26 C -0.15
27 F 0.13
28 C -0.16
29 F 0.09
30 C -0.15
31 F 0.03
32 H 0.10
33 H 0.08
34 H 0.02
35 H 0.11
36 H 0.11
37 H 0.11
38 H 0.11
39 H 0.11
40 H 0.12
41 H 0.12
42 H 0.11
43 N -0.07
44 H 0.05
45 H 0.01
46 H 0.04
47 O -0.10
48 N -0.09
49 C -0.32
50 C -0.21
51 N 0.11
52 C -0.26
53 N 0.14
54 Se 1.14
55 C -0.69
56 C -0.09
57 C -0.05
58 C -0.01
59 C -0.04
60 C -0.09
61 H 0.12
62 H 0.14
63 H 0.11
64 H 0.13
65 H 0.12

C30H63FNbO14S6 | wB97M-V/def2-TZVPD

```
115
Properties=species:S:1:pos:R:3
C -4.1415 -3.1744 6.7525
C -3.7341 -4.5137 6.2290
O -2.7240 -4.7093 5.5705
O -4.5705 -5.4902 6.5931
C -4.5383 -6.7467 5.8475
C -5.9583 -7.1765 5.5674
Nb -7.2701 -5.5518 4.6860
C -8.4056 -4.7338 6.5146
C -7.9026 -5.2093 7.8769
F -8.4197 -3.2857 6.5869
H -5.1529 -3.1497 7.1684
H -4.0597 -2.4881 5.9063
H -3.4226 -2.8500 7.5216
H -3.9756 -6.5531 4.9282
H -3.9492 -7.4655 6.4434
H -5.8831 -7.9891 4.8222
H -6.4080 -7.6271 6.4680
H -8.4942 -6.9033 4.2864
H -8.4119 -4.6313 3.5722
H -6.1341 -4.0888 4.7629
H -6.4146 -5.8275 3.0654
H -9.4705 -5.0098 6.4287
H -8.1149 -6.2850 7.9942
H -6.8204 -5.0617 7.9857
H -8.4140 -4.6702 8.6906
C -1.7509 0.5788 2.1908
C -1.8336 -0.9556 2.2541
C -2.8467 -1.3320 3.3424
S -4.0124 0.0395 3.4098
O -3.9059 0.6883 4.6939
O -5.2942 -0.3646 2.8966
C -3.1932 1.0675 2.1905
H -1.2281 0.9218 1.3022
H -1.2295 0.9658 3.0698
H -2.1732 -1.3363 1.2890
H -0.8638 -1.4078 2.4589
H -3.4145 -2.2340 3.1253
H -2.3946 -1.4112 4.3287
H -3.3187 2.1105 2.4719
H -3.6753 0.8697 1.2326
C 3.4960 2.0364 -0.4667
C 3.4878 0.7797 0.4147
C 2.0287 0.5010 0.8106
S 1.0263 1.1734 -0.5326
O 0.2281 2.2659 -0.0282
O 0.3846 0.1066 -1.2605
C 2.3818 1.8436 -1.4791
H 4.4281 2.1801 -1.0011
H 3.3069 2.9270 0.1354
H 3.8742 -0.0633 -0.1615
H 4.1215 0.8939 1.2924
H 1.7898 -0.5559 0.8968
H 1.7275 1.0263 1.7150
H 2.0602 2.7638 -1.9591
H 2.6478 1.0989 -2.2298
C 8.7283 4.5990 -3.5837
C 8.6253 3.0724 -3.4352
C 7.7313 2.7927 -2.2219
S 6.6122 4.1893 -2.1073
O 6.8437 4.8931 -0.8695
O 5.2786 3.7463 -2.4306
C 7.3006 5.1281 -3.4671
H 9.1742 4.8846 -4.5352
H 9.3440 5.0178 -2.7849
H 8.1710 2.6407 -4.3280
H 9.6008 2.6050 -3.3124
H 7.1209 1.9014 -2.3257
H 8.2927 2.7557 -1.2899
H 7.2128 6.1842 -3.2252
H 6.7023 4.8940 -4.3478
C -6.1326 2.4912 -0.1890
C -6.3909 1.0322 -0.5909
C -6.8912 1.0443 -2.0405
S -6.1629 2.5030 -2.8082
O -7.2151 3.4237 -3.1657
O -5.1945 2.1267 -3.8080
C -5.3428 3.1106 -1.3361
H -5.5831 2.5576 0.7486
H -7.0803 3.0172 -0.0596
H -5.4624 0.4626 -0.5244
H -7.1081 0.5521 0.0711
H -6.5835 0.1785 -2.6208
H -7.9701 1.1687 -2.1068
H -5.3530 4.1973 -1.3692
H -4.3163 2.7442 -1.3683
C 0.1247 4.2685 -5.6367
C 0.8541 3.1785 -4.8400
C 2.1559 2.8575 -5.5838
S 2.6151 4.3648 -6.4594
O 2.5471 4.1178 -7.8788
O 3.8178 4.9312 -5.9031
C 1.1793 5.3196 -5.9681
H -0.6998 4.6987 -5.0714
H -0.2848 3.8511 -6.5584
H 1.0877 3.5547 -3.8430
H 0.2420 2.2866 -4.7185
H 2.9847 2.5924 -4.9309
H 2.0211 2.0894 -6.3427
H 0.9237 5.9832 -6.7905
H 1.4693 5.8984 -5.0915
C 7.8964 -3.2333 -1.6093
C 7.1945 -3.6116 -2.9218
C 6.4066 -2.3821 -3.3889
S 7.2978 -0.9548 -2.7479
O 6.4561 -0.2773 -1.7898
O 7.8939 -0.1987 -3.8209
C 8.5490 -1.8772 -1.8583
H 8.6349 -3.9768 -1.3148
H 7.1667 -3.1487 -0.8021
H 7.9403 -3.8799 -3.6718
H 6.5332 -4.4666 -2.7942
H 6.3513 -2.2762 -4.4690
H 5.4079 -2.3382 -2.9595
H 8.8011 -1.3190 -0.9599
H 9.4158 -1.9524 -2.5143
```

Computed properties:
* HOMO-LUMO gap: 5.80 eV
* HOMO: -0.1743 Ha
* charge: -1

Atom charges from the Löwdin analysis, given in e for atoms 1 to 99:
1 C 0.00
2 C -0.58
3 O 0.05
4 O -0.09
5 C -0.28
6 C -0.39
7 Nb 1.06
8 C -0.51
9 C -0.16
10 F -0.21
11 H 0.08
12 H 0.07
13 H 0.09
14 H 0.10
15 H 0.11
16 H 0.02
17 H 0.03
18 H -0.16
19 H -0.16
20 H -0.11
21 H -0.16
22 H 0.06
23 H 0.06
24 H 0.04
25 H 0.06
26 C -0.22
27 C -0.21
28 C -0.21
29 S 0.65
30 O -0.33
31 O -0.32
32 C -0.23
33 H 0.08
34 H 0.12
35 H 0.12
36 H 0.11
37 H 0.11
38 H 0.10
39 H 0.11
40 H 0.09
41 C -0.22
42 C -0.20
43 C -0.21
44 S 0.65
45 O -0.33
46 O -0.33
47 C -0.23
48 H 0.08
49 H 0.13
50 H 0.11
51 H 0.12
52 H 0.10
53 H 0.10
54 H 0.09
55 H 0.11
56 C -0.22
57 C -0.21
58 C -0.22
59 S 0.67
60 O -0.32
61 O -0.33
62 C -0.22
63 H 0.11
64 H 0.12
65 H 0.11
66 H 0.11
67 H 0.06
68 H 0.11
69 H 0.11
70 H 0.11
71 C -0.22
72 C -0.21
73 C -0.21
74 S 0.66
75 O -0.33
76 O -0.33
77 C -0.23
78 H 0.10
79 H 0.12
80 H 0.11
81 H 0.12
82 H 0.10
83 H 0.10
84 H 0.10
85 H 0.11
86 C -0.21
87 C -0.21
88 C -0.21
89 S 0.66
90 O -0.33
91 O -0.33
92 C -0.23
93 H 0.12
94 H 0.12
95 H 0.10
96 H 0.12
97 H 0.09
98 H 0.10
99 H 0.11

C5H14 | wB97M-V/def2-TZVPD

```
19
Properties=species:S:1:pos:R:3
C -0.4946 -1.4838 -2.3685
C -0.5884 0.0570 -2.2318
H -1.2690 -1.9699 -1.7764
H -0.6251 -1.7724 -3.4181
H 0.5022 -1.7411 -2.0553
H -0.1271 0.3475 -1.2956
H -1.5638 0.5209 -2.3879
H -0.0751 0.5396 -3.0769
C 0.6254 0.6377 2.2471
C -0.6410 -0.1862 1.9972
C 1.2566 1.0550 0.9386
H 1.3248 0.0457 2.8529
H 0.3896 1.4862 2.8987
H -1.3338 0.2917 1.2920
H -0.4848 -1.2127 1.6874
H 0.5935 1.6409 0.3056
H 1.6273 0.1883 0.3816
H -1.2306 -0.1810 2.9171
H 2.1138 1.7365 1.0924
```

Computed properties:
* ⟨S²⟩: 0.75
* HOMO-LUMO gap (spin up / spin down): 2.70 / 12.22 eV
* HOMO (spin up / spin down): 0.0585 / -0.2860 Ha
* multiplicity: 2
* charge: -1

In elementary charge units, the Löwdin charges are:
1 C -0.28
2 C -0.27
3 H 0.03
4 H 0.04
5 H 0.02
6 H 0.01
7 H 0.03
8 H 0.04
9 C -0.40
10 C -0.25
11 C -0.32
12 H 0.08
13 H 0.08
14 H 0.05
15 H 0.03
16 H 0.03
17 H 0.03
18 H 0.03
19 H 0.03

Number 1: largest force on an atom 0.0794 hartree/bohr, energy -138090.014 eV. Number 2: largest force on an atom 0.0329 hartree/bohr, energy -130069.353 eV. Number 3: largest force on an atom 0.0305 hartree/bohr, energy -5410.230 eV.